Record 1
Density functional theory data (the ωB97M-V functional and the def2-TZVPD basis) for C3H4OS in the gas phase.

Results
Total charge = 0
Relative energy (zero: lowest compared OMol25 entry of this formula, charge and spin) = 251.5 kJ/mol
E_tot = -590.0289 Eh
Structure (SMILES) = CC#CSO

Structure (XYZ):
```
9
C3H4OS, DFT the ωB97M-V functional and the def2-TZVPD basis
S 2.47 -0.33 0.79
O 2.79 0.59 -0.64
C 0.79 -0.80 0.53
C -0.32 -0.47 0.25
C -1.75 -0.20 -0.05
H -2.08 0.88 0.08
H -1.95 -0.33 -1.07
H 2.50 1.47 -0.38
H -2.46 -0.81 0.48
```


Record 2
Density functional theory data (the ωB97M-V functional and the def2-TZVPD basis) for 2 unconnected molecules or ions with the total composition C3H4OS.

Results
Total charge = 0
Relative energy (zero: lowest compared OMol25 entry of this formula, charge and spin) = 681.9 kJ/mol
E_tot = -589.8649 Eh

Structure (XYZ):
```
9
C3H4OS, DFT the ωB97M-V functional and the def2-TZVPD basis
S 1.67 -0.85 -0.52
O 2.18 1.95 0.12
C -1.11 0.33 -0.51
C -0.02 -0.42 0.06
C 0.65 -1.08 0.94
H -1.89 0.47 0.23
H 0.76 -1.51 1.91
H -1.51 -0.19 -1.39
H -0.73 1.30 -0.84
```


Record 3
Density functional theory data (the ωB97M-V functional and the def2-TZVPD basis) for C3H4OS in the gas phase.

Results
Total charge = 0
Relative energy (zero: lowest compared OMol25 entry of this formula, charge and spin) = 154.5 kJ/mol
E_tot = -590.0658 Eh
Structure (SMILES) = C[C@@H]1SC1=O

Structure (XYZ):
```
9
C3H4OS, DFT the ωB97M-V functional and the def2-TZVPD basis
S 2.51 1.11 -0.06
O 3.06 -1.53 -0.03
C -0.05 0.06 -0.41
C 1.14 0.01 0.47
C 2.33 -0.60 0.05
H -0.63 0.71 0.12
H 0.72 0.07 1.69
H -0.62 -0.87 -0.55
H 0.21 0.62 -1.37
```


Record 4
Density functional theory data (the ωB97M-V functional and the def2-TZVPD basis) for 2 unconnected molecules or ions with the total composition C3H4OS.

Results
Total charge = 0
Relative energy (zero: lowest compared OMol25 entry of this formula, charge and spin) = 584.2 kJ/mol
E_tot = -589.9021 Eh

Structure (XYZ):
```
9
C3H4OS, DFT the ωB97M-V functional and the def2-TZVPD basis
S -2.44 -1.42 -0.20
O -0.12 -1.22 0.24
C -3.40 1.23 0.19
C 0.99 -0.43 0.09
C -3.00 0.08 0.06
H 1.70 -0.71 0.92
H 1.78 -0.49 -0.76
H -3.50 2.27 0.04
H 0.99 0.70 0.29
```


Record 5
Density functional theory data (the ωB97M-V functional and the def2-TZVPD basis) for C3H4OS in the gas phase.

Results
Total charge = 0
Relative energy (zero: lowest compared OMol25 entry of this formula, charge and spin) = 333.9 kJ/mol
E_tot = -589.9975 Eh
Structure (SMILES) = C=COC=S

Structure (XYZ):
```
9
C3H4OS, DFT the ωB97M-V functional and the def2-TZVPD basis
S 1.93 1.74 2.11
O -0.30 0.60 0.87
C -0.27 -0.12 -0.35
C -1.27 -0.45 -1.24
C 1.08 0.54 1.30
H -2.28 0.02 -0.93
H 0.87 -0.64 -0.67
H 1.61 -0.42 0.75
H -1.38 -1.26 -1.84
```


Record 6
Density functional theory data (the ωB97M-V functional and the def2-TZVPD basis) for C3H4OS in the gas phase.

Results
Spin multiplicity = 3
Total charge = 0
Relative energy (zero: lowest compared OMol25 entry of this formula, charge and spin) = 68.4 kJ/mol
<S²> = 2.03
E_tot = -589.9945 Eh

Structure (XYZ):
```
9
C3H4OS, DFT the ωB97M-V functional and the def2-TZVPD basis
S -2.56 0.28 0.04
O -0.22 -1.52 0.07
C -1.01 0.76 0.07
C 1.47 0.16 0.05
C 0.14 -0.23 0.13
H -1.22 -1.53 -0.18
H -0.55 1.67 -0.16
H 1.74 1.14 0.10
H 2.22 -0.73 -0.12
```


Record 7
Density functional theory data (the ωB97M-V functional and the def2-TZVPD basis) for a molecular structure, C3H4OS2.

Results
Total charge = 0
Relative energy (zero: lowest compared OMol25 entry of this formula, charge and spin) = 349.0 kJ/mol
E_tot = -988.1993 Eh

Structure (XYZ):
```
10
C3H4OS2, DFT the ωB97M-V functional and the def2-TZVPD basis
S -1.79 -1.40 -0.69
S 3.90 -0.88 0.12
O 1.44 -0.11 -0.78
C 1.58 0.20 1.23
C 0.76 0.65 0.18
C 2.31 -0.54 0.22
H 1.67 0.25 2.28
H -1.34 -1.32 0.55
H -2.50 -2.47 -0.20
H 0.01 1.47 -0.13
```


Record 8
Density functional theory data (the ωB97M-V functional and the def2-TZVPD basis) for a molecular structure, C3H4OS2.

Results
Total charge = 0
Relative energy (zero: lowest compared OMol25 entry of this formula, charge and spin) = 184.4 kJ/mol
E_tot = -988.2620 Eh

Structure (XYZ):
```
10
C3H4OS2, DFT the ωB97M-V functional and the def2-TZVPD basis
S -1.91 -0.89 -0.22
S 2.09 -0.79 0.02
O 0.63 1.50 -0.46
C -0.59 0.14 0.55
C 0.82 0.17 0.01
C -0.64 1.57 0.15
H -1.38 1.83 -0.65
H -2.94 -0.61 0.62
H -0.45 0.03 1.70
H -0.72 2.34 0.96
```